(1)
This record from the OMol25 dataset describes 2 unconnected molecules or ions with the total composition C4H3F4O8S2 in a non-equilibrium geometry. The level of theory is ωB97M-V with the def2-TZVPD basis set.

```
21
Properties=species:S:1:pos:R:3:forces:R:3
O 2.322093 0.219490 -0.601414 0.024 0.291 -0.452
S 1.131705 -0.497033 -0.979860 0.244 -0.841 1.579
O -0.117192 0.184403 -0.750235 -0.231 0.157 -0.264
O 1.136589 -1.907184 -0.651897 0.000 0.420 -0.323
S 1.147488 -0.591016 -3.167213 -1.274 -0.114 -0.685
O 0.670994 -1.882880 -3.574733 0.573 -0.555 0.104
O 0.455785 0.518753 -3.765798 0.427 0.677 0.163
C 2.934583 -0.443401 -3.745536 -0.348 0.042 0.304
F 3.164422 0.797273 -4.141576 0.156 0.428 -0.183
F 3.119808 -1.261412 -4.770049 0.041 -0.266 -0.487
F 3.799193 -0.754283 -2.800171 0.305 -0.241 0.326
C -2.071247 0.629620 1.907718 0.041 -0.017 -0.218
C -2.619407 -0.110919 3.105516 0.259 -0.141 -0.065
O -1.658037 0.167799 4.106772 -0.245 0.196 0.030
C -1.094044 1.375364 3.802320 0.086 0.028 -0.105
O -0.452431 2.021956 4.560291 0.070 -0.012 0.072
O -1.395171 1.730985 2.538243 -0.122 -0.128 0.050
F -2.680999 -1.450838 2.905819 0.005 0.024 0.061
H -1.353720 0.031128 1.343463 -0.014 -0.039 0.040
H -2.842681 0.986568 1.231831 0.056 0.207 0.054
H -3.597732 0.235627 3.446507 -0.052 -0.117 -0.001
```
Forces are in eV/Å.

The value obtained for the frontier orbital gap is 9.561 eV. As for the total charge: -1. As for the energy above the lowest of the compared OMol25 structures with the same formula, charge and spin: 0.00 kJ/mol. The calculation puts the molar mass at 319.2 g mol⁻¹. Its calculated total energy is -1952.08157 hartree. Its HOMO energy is -6.730 eV.

=====

(2)
This record from the OMol25 dataset describes a molecular structure, C29H32N7O8SV. The level of theory is ωB97M-V with the def2-TZVPD basis set.

```
78
Properties=species:S:1:pos:R:3:forces:R:3
V 0.179817 -0.367673 -0.817609 0.588 -0.135 -0.417
C 3.565276 6.983999 -0.946415 0.004 0.016 -0.003
C 2.506802 5.949546 -0.673590 -0.028 -0.025 0.012
C 2.422089 4.797668 -1.455337 -0.003 0.019 0.020
C 1.478922 3.821871 -1.185320 0.020 -0.031 -0.042
C 0.601911 3.992694 -0.123112 -0.003 -0.089 0.002
C 0.663919 5.130336 0.659777 -0.074 0.014 0.046
C 1.612846 6.104463 0.380011 0.032 0.011 -0.028
S -0.599828 2.711977 0.188722 0.088 0.066 -0.123
O -1.368523 2.574156 -1.019090 0.016 -0.016 0.006
O -1.307008 3.092198 1.390948 -0.038 -0.007 0.054
N 0.272708 1.378599 0.370313 -0.244 -0.166 0.222
C 1.074338 1.224078 1.510959 -0.016 0.155 0.068
C 1.265164 2.151176 2.530601 0.025 0.028 0.047
C 2.103621 1.857836 3.608940 -0.014 0.004 -0.013
C 2.758282 0.653956 3.701413 0.016 -0.035 -0.012
C 2.586821 -0.314933 2.694841 0.024 0.142 -0.037
C 3.245690 -1.576370 2.717450 0.019 -0.010 0.030
C 3.057685 -2.437948 1.655446 -0.051 0.002 -0.081
C 2.199094 -2.095343 0.623886 0.088 -0.158 -0.030
N 1.495815 -0.935303 0.599335 -0.434 0.144 -0.418
C 1.742390 -0.019862 1.601332 0.032 0.064 0.404
H 3.806187 7.031752 -2.008831 -0.003 -0.001 0.002
H 4.487320 6.745550 -0.410636 -0.003 -0.002 -0.002
H 3.243577 7.974751 -0.623967 -0.002 -0.005 0.002
H 3.107206 4.663802 -2.285040 -0.001 -0.001 0.005
H 1.418411 2.923209 -1.787998 0.004 0.010 0.007
H -0.033865 5.244905 1.480114 0.018 -0.004 -0.017
H 1.660726 6.997524 0.993537 -0.001 -0.007 -0.003
H 0.740899 3.093346 2.522679 0.006 -0.036 -0.021
H 2.225369 2.601929 4.387767 0.003 -0.014 -0.004
H 3.404280 0.430865 4.542731 -0.003 0.002 -0.005
H 3.899002 -1.824088 3.544167 0.002 -0.004 -0.004
H 3.579162 -3.386726 1.609481 -0.007 -0.007 -0.011
H 2.051031 -2.742683 -0.229228 0.029 -0.042 0.020
C 0.786870 -4.150153 -3.682920 0.004 -0.030 -0.001
N 0.238232 -4.638386 -2.434668 0.071 -0.043 -0.037
C -0.445153 -5.916744 -2.509226 -0.073 0.032 -0.058
C -0.077941 -3.717931 -1.457969 -0.102 -0.097 0.091
N -0.070771 -2.447712 -1.654694 -0.014 0.229 0.076
N -0.419289 -4.262945 -0.235423 0.150 0.136 0.012
C -1.035422 -3.381876 0.744296 -0.009 -0.051 0.010
C 0.433070 -5.289274 0.348116 -0.015 0.011 -0.011
H 1.223235 -4.990599 -4.222310 0.019 0.002 0.006
H 1.570445 -3.418189 -3.490258 -0.009 0.005 0.005
H 0.027246 -3.688926 -4.326420 -0.014 -0.010 0.002
H -1.049460 -5.969945 -3.419949 -0.015 0.005 0.001
H -1.105582 -6.032277 -1.654007 0.004 -0.009 -0.040
H 0.266266 -6.747635 -2.520965 0.001 0.005 -0.022
H -0.056542 -2.200453 -2.638859 -0.013 -0.043 0.017
H -1.809919 -2.793734 0.258045 -0.007 -0.021 -0.007
H -0.318612 -2.709797 1.225935 -0.017 -0.012 -0.012
H -1.501106 -4.001618 1.512118 -0.001 0.007 0.001
H 0.942611 -5.850174 -0.431490 0.023 0.034 0.070
H -0.174158 -5.981008 0.935842 -0.006 -0.003 -0.003
H 1.184441 -4.842409 1.007663 0.004 0.008 0.011
O -3.373777 -0.696753 -2.942912 0.002 0.012 -0.043
C -2.674126 -0.315256 -2.015170 -0.134 0.201 0.133
O -1.415788 -0.131042 -2.012322 0.051 -0.319 0.089
C -3.356469 0.046514 -0.699354 0.001 -0.018 -0.105
C -2.744404 -0.168232 0.521857 0.002 0.074 0.142
C -3.368131 0.247315 1.684088 0.089 0.141 -0.065
C -4.582012 0.897405 1.690548 0.046 -0.015 -0.090
C -5.175845 1.076992 0.454672 0.001 -0.044 0.015
C -4.604196 0.653926 -0.730457 0.041 -0.030 0.015
N -6.482716 1.747387 0.410660 -0.142 0.188 0.015
O -7.004169 1.905883 -0.675228 0.003 -0.033 0.083
O -6.966824 2.112077 1.466950 -0.003 -0.053 -0.093
N -2.700616 -0.016283 2.965600 -0.277 -0.499 0.347
O -3.238912 0.394766 3.977768 0.219 0.106 -0.184
O -1.704272 -0.712777 2.946419 0.033 0.229 0.001
H -1.781610 -0.652656 0.628285 -0.055 0.035 -0.052
H -5.039088 1.240833 2.603688 -0.002 0.001 -0.013
H -5.104517 0.800609 -1.675871 0.001 0.013 0.005
C 1.683611 -0.011814 -2.232332 0.005 -0.036 0.071
H 2.253453 -0.921260 -2.462464 0.017 0.021 -0.022
H 2.386665 0.734056 -1.846256 0.031 -0.011 -0.045
H 1.238146 0.368841 -3.159301 -0.001 0.001 0.013
```
Forces are in eV/Å.

The value obtained for the frontier orbital gap (alpha / beta) is 4.393 / 6.570 eV. As for the total charge: -1. As for the energy above the lowest of the compared OMol25 structures with the same formula, charge and spin: 69.72 kJ/mol. The calculation puts the molar mass at 689.6 g mol⁻¹. Its calculated total energy is -3451.65102 hartree. Its HOMO energy (alpha / beta) is -2.698 / -4.876 eV. As for the multiplicity: 4.

=====

(3)
This record from the OMol25 dataset describes a molecular structure, C17H32NO2PtSe2Si2 in a non-equilibrium geometry. The level of theory is ωB97M-V with the def2-TZVPD basis set.

```
57
Properties=species:S:1:pos:R:3:forces:R:3
Pt 0.631848 -1.062784 -0.482649 0.516 -0.641 0.781
O 2.676872 1.503902 2.548033 0.265 -0.210 -0.030
C 2.855258 0.767189 1.315337 0.164 -0.011 0.233
C 3.541930 -0.572251 1.590272 -0.136 0.045 0.144
C 4.842829 -0.339972 2.398370 -0.057 -0.050 0.060
O 4.684932 -0.048237 3.781854 -0.089 0.027 -0.215
C 4.008275 -1.230944 0.279672 -0.002 0.010 -0.200
Se 2.972825 -1.000268 -1.385482 -0.388 0.159 0.197
C 2.642602 -1.527134 2.392640 -0.114 0.091 -0.112
Se 1.242639 -2.524845 1.411776 -0.053 0.389 -0.356
H 2.029953 2.193393 2.385920 -0.062 -0.008 -0.016
H 3.460043 1.348261 0.612831 0.065 0.036 0.015
H 1.889708 0.598745 0.855542 -0.236 -0.035 -0.163
H 5.416590 0.448923 1.893260 0.008 0.046 0.039
H 5.438747 -1.254349 2.358354 0.012 -0.029 -0.009
H 4.032934 0.661675 3.835752 -0.053 0.046 -0.039
H 4.062060 -2.306443 0.444687 0.070 -0.045 0.060
H 5.010811 -0.871949 0.031834 -0.020 0.016 -0.032
H 2.166603 -0.991425 3.210270 -0.033 0.030 0.029
H 3.261665 -2.309949 2.828986 0.059 -0.009 0.055
C -3.166836 -0.254726 -2.986955 -0.133 -0.041 -0.091
Si -1.484034 -0.843535 -2.332862 -0.569 0.271 -0.159
C -0.281179 -0.245593 -3.651344 0.099 0.053 -0.021
C -1.576546 -2.722652 -2.324710 -0.079 -0.081 0.026
C -1.254719 -0.031119 -0.648241 0.951 0.158 -0.505
C -0.970210 1.430152 -0.817553 -0.071 0.121 -0.028
C -1.957735 2.423795 -0.683971 -0.028 -0.043 0.005
C -1.638818 3.757338 -0.860378 -0.070 -0.047 0.014
C -0.338096 4.111919 -1.185773 0.095 0.021 -0.011
C 0.579946 3.083182 -1.326087 -0.124 -0.135 0.029
N 0.281937 1.798882 -1.149955 0.009 -0.057 0.018
Si -2.304909 -0.526236 0.797813 -0.052 0.106 0.094
C -2.514668 -2.383554 0.944686 -0.019 -0.154 -0.020
C -4.093769 0.104338 0.732569 -0.118 0.087 -0.025
C -1.558529 0.230427 2.345839 0.066 0.029 0.119
H -3.326938 -0.553152 -4.031521 0.001 0.034 0.116
H -3.222133 0.839683 -2.935632 -0.017 -0.100 -0.023
H -3.990645 -0.660521 -2.386900 0.075 0.052 -0.083
H -0.463055 -0.790242 -4.586872 -0.028 0.056 0.100
H 0.760139 -0.390867 -3.362808 0.013 0.013 -0.051
H -0.426195 0.824047 -3.843591 0.012 -0.114 0.031
H -1.602831 -3.089345 -3.357994 -0.025 0.056 0.071
H -2.480494 -3.075101 -1.814824 0.126 0.036 -0.081
H -0.709390 -3.160027 -1.827826 -0.007 -0.052 -0.028
H -2.971363 2.130982 -0.453289 0.058 0.080 -0.066
H -2.402362 4.519405 -0.753440 -0.024 -0.021 0.009
H -0.046050 5.144438 -1.334263 -0.008 -0.044 0.008
H 1.612471 3.294336 -1.596278 -0.040 -0.033 0.013
H -3.370529 -2.718185 0.345986 0.087 0.025 0.080
H -2.701941 -2.658666 1.988264 -0.009 0.040 -0.072
H -1.628190 -2.924218 0.615352 -0.017 -0.024 0.032
H -4.637451 -0.325330 -0.117128 0.058 0.060 0.100
H -4.154771 1.193975 0.655313 -0.113 -0.169 0.108
H -4.618580 -0.188479 1.651233 0.056 -0.006 -0.098
H -0.488489 0.007024 2.402920 -0.100 -0.003 -0.008
H -2.036421 -0.153542 3.253611 0.008 0.047 -0.052
H -1.685729 1.319637 2.329368 0.021 -0.078 0.009
```
Forces are in eV/Å.

The value obtained for the frontier orbital gap (alpha / beta) is 6.190 / 6.004 eV. As for the total charge: -1. As for the energy above the lowest of the compared OMol25 structures with the same formula, charge and spin: 41.68 kJ/mol. The calculation puts the molar mass at 691.6 g mol⁻¹. Its calculated total energy is -6373.47986 hartree. Its HOMO energy (alpha / beta) is -3.431 / -4.058 eV. As for the multiplicity: 3.

=====

Q: What is the formula in the third record?
A: C17H32NO2PtSe2Si2

=====

Q: Which of these has the lowest molar mass?
A: C4H3F4O8S2

=====

Q: Number 1 is which compound?
A: C4H3F4O8S2